(1)
DFT (ωB97M-V/def2-TZVPD) results for C14H42K5O11P as an isolated structure in a non-equilibrium geometry.

CARTESIAN COORDINATES (ANGSTROEM)
K -29.205 4.019 5.870
K -26.262 3.446 3.560
K -27.084 5.676 8.418
K -28.600 2.267 9.170
K -25.948 -0.249 6.891
P -26.254 2.957 6.753
O -27.453 1.988 6.548
O -25.965 3.160 8.263
O -26.618 4.301 6.087
O -25.029 2.331 6.024
C -30.512 0.620 3.205
C -29.885 0.991 4.530
O -28.617 1.603 4.292
H -29.906 -0.151 2.717
H -30.587 1.460 2.521
H -31.463 0.094 3.302
H -29.802 0.131 5.195
H -30.531 1.747 4.997
H -28.104 1.662 5.127
C -26.101 2.015 11.800
C -25.265 1.166 10.864
O -25.980 0.922 9.636
H -25.550 2.248 12.716
H -26.975 1.475 12.180
H -26.429 2.949 11.336
H -25.023 0.200 11.304
H -24.313 1.643 10.613
H -25.862 1.720 9.073
C -21.859 0.538 9.083
C -22.458 1.490 8.069
O -23.095 0.754 7.018
H -21.037 -0.047 8.678
H -22.589 -0.134 9.541
H -21.480 1.127 9.927
H -21.660 2.137 7.690
H -23.216 2.118 8.559
H -23.649 1.439 6.593
C -22.078 6.147 6.549
C -23.085 5.040 6.813
O -23.109 4.187 5.671
H -22.441 6.808 5.762
H -21.085 5.777 6.310
H -21.986 6.780 7.438
H -24.097 5.446 6.926
H -22.829 4.489 7.723
H -23.850 3.566 5.811
C -22.917 5.917 10.888
C -23.691 4.670 10.537
O -24.706 5.057 9.582
H -22.095 5.720 11.582
H -23.535 6.632 11.435
H -22.527 6.365 9.978
H -24.225 4.187 11.362
H -23.016 3.917 10.113
H -25.010 4.263 9.095
C -23.017 1.676 2.985
C -23.798 0.432 3.403
O -25.108 0.787 3.873
H -22.046 1.364 2.596
H -22.882 2.407 3.783
H -23.533 2.166 2.152
H -23.273 -0.145 4.166
H -23.895 -0.210 2.529
H -24.977 1.330 4.671
C -25.766 8.784 4.586
C -25.839 7.268 4.628
O -26.344 6.826 5.879
H -25.855 9.225 3.595
H -24.816 9.130 4.994
H -26.583 9.191 5.185
H -24.834 6.859 4.483
H -26.488 6.897 3.822
H -26.388 5.849 5.910

As for the net charge: +2. The HOMO-LUMO gap comes out at 6.9347 eV. As for the electronic energy: -4727.18747 hartree. Its relative energy (zero: lowest compared OMol25 entry of this formula, charge and spin) is 0.0 kJ/mol. The HOMO energy comes out at -13.8 eV. The molar mass is 612.94 g/mol.

Results of the Mulliken charge analysis, in e, for atoms 1 through 8: atom 1 (K): 1.046, atom 2 (K): 1.150, atom 3 (K): 1.052, atom 4 (K): 1.030, atom 5 (K): 1.194, atom 6 (P): -0.130, atom 7 (O): -1.110, atom 8 (O): -0.625



(2)
DFT (ωB97M-V/def2-TZVPD) results for C18H9BaF6IN4O8S4 as an isolated structure.

CARTESIAN COORDINATES (ANGSTROEM)
Ba -1.627 -0.191 -0.938
O -1.340 4.299 0.577
C -1.187 2.978 0.669
O -2.104 2.194 0.597
C 0.223 2.556 0.934
C 1.134 3.340 1.613
C 2.370 2.769 1.903
C 2.642 1.482 1.480
C 1.674 0.792 0.747
N 0.487 1.325 0.508
C 1.865 -0.623 0.167
O 2.618 -1.380 1.134
O 0.699 -1.177 -0.122
H -2.240 4.464 0.244
H 0.878 4.345 1.916
H 3.111 3.329 2.460
H 3.580 0.996 1.702
H 2.035 -2.136 1.295
S -4.239 0.922 -2.232
C -3.921 2.637 -2.141
C -5.029 3.464 -1.888
C -4.957 4.847 -1.813
C -6.138 5.613 -1.547
N -7.088 6.229 -1.334
C -3.712 5.469 -2.008
C -2.602 4.672 -2.262
C -2.646 3.268 -2.325
S -1.138 2.448 -2.613
C -3.575 6.895 -1.959
N -3.466 8.041 -1.920
H -5.987 2.983 -1.744
H -1.641 5.147 -2.414
F -2.095 -5.569 0.925
C -2.351 -4.354 1.415
F -2.435 -4.457 2.746
F -3.545 -3.967 0.957
S -1.033 -3.150 0.955
O -1.542 -1.917 1.482
O 0.156 -3.733 1.502
N -1.218 -3.183 -0.594
S -0.184 -3.362 -1.754
O -0.258 -2.195 -2.592
O 1.073 -3.973 -1.455
C -1.076 -4.649 -2.728
F -0.406 -4.923 -3.851
F -2.302 -4.234 -3.065
F -1.195 -5.784 -2.032
I 4.736 0.080 -1.078
C 2.656 -0.582 -1.157
H 2.713 -1.597 -1.537
H 2.188 0.088 -1.872

As for the net charge: -2. The HOMO-LUMO gap comes out at 5.7517 eV. As for the electronic energy: -4027.71210 hartree. Its relative energy (zero: lowest compared OMol25 entry of this formula, charge and spin) is 0.0 kJ/mol. The HOMO energy comes out at -2.1 eV. The molar mass is 915.78 g/mol.

Results of the natural (NBO) charge analysis, in e, for atoms 1 through 8: atom 1 (Ba): 1.819, atom 2 (O): -0.673, atom 3 (C): 0.805, atom 4 (O): -0.633, atom 5 (C): 0.078, atom 6 (C): -0.230, atom 7 (C): -0.184, atom 8 (C): -0.221



(3)
DFT (ωB97M-V/def2-TZVPD) results for a single C3H4N2O molecule in a non-equilibrium geometry.

CARTESIAN COORDINATES (ANGSTROEM)
H -2.313 -1.262 0.729
N -1.648 -0.547 0.449
C -0.444 -0.962 0.489
C 0.630 -0.074 0.027
O 1.969 -0.340 0.246
C 0.185 1.033 -0.542
N -0.346 1.975 -1.104
H -0.119 -1.965 0.790
H 2.393 -0.667 -0.557
H -0.308 2.810 -0.527

As for the net charge: 0. The HOMO-LUMO gap comes out at 9.3482 eV. As for the electronic energy: -301.38401 hartree. Its relative energy (zero: lowest compared OMol25 entry of this formula, charge and spin) is 271.0 kJ/mol. The HOMO energy comes out at -8.7 eV. The molar mass is 84.08 g/mol. As for the SMILES: [H]/N=C/C(O)=C=N.

Results of the natural (NBO) charge analysis, in e, for atoms 1 through 8: atom 1 (H): 0.343, atom 2 (N): -0.640, atom 3 (C): 0.098, atom 4 (C): -0.016, atom 5 (O): -0.678, atom 6 (C): 0.441, atom 7 (N): -0.581, atom 8 (H): 0.170



(4)
DFT (ωB97M-V/def2-TZVPD) results for a 2-piece molecular cluster, H7N2 overall.

CARTESIAN COORDINATES (ANGSTROEM)
N 1.300 0.441 -0.180
H 1.889 0.560 0.638
H 1.868 -0.074 -0.849
H 1.189 1.374 -0.569
N -1.276 -0.439 0.172
H -0.287 0.009 0.169
H -1.843 -0.192 0.981
H -1.773 -0.171 -0.678
H -1.142 -1.448 0.153

As for the net charge: +1. The HOMO-LUMO gap comes out at 12.4255 eV. As for the electronic energy: -113.47377 hartree. Its relative energy (zero: lowest compared OMol25 entry of this formula, charge and spin) is 0.0 kJ/mol. The HOMO energy comes out at -16.2 eV. The molar mass is 35.07 g/mol.

Results of the natural (NBO) charge analysis, in e, for atoms 1 through 8: atom 1 (N): -1.081, atom 2 (H): 0.400, atom 3 (H): 0.402, atom 4 (H): 0.392, atom 5 (N): -0.900, atom 6 (H): 0.464, atom 7 (H): 0.443, atom 8 (H): 0.440



(5)
DFT (ωB97M-V/def2-TZVPD) results for a 9-piece molecular cluster, C84H102F9N12O6 overall in a non-equilibrium geometry.

CARTESIAN COORDINATES (ANGSTROEM)
C -0.575 5.299 -7.962
O -1.528 4.443 -7.329
O -0.195 4.712 -9.236
C -0.984 6.822 -7.713
F -0.159 7.321 -6.799
F -0.864 7.546 -8.843
F -2.220 7.040 -7.267
C -1.219 4.157 -5.994
C -2.355 3.335 -5.438
H -2.315 3.229 -4.354
H -3.327 3.740 -5.718
H -2.149 2.330 -5.806
H -1.236 4.883 -5.181
H -0.397 3.483 -5.753
H 0.379 5.160 -7.452
C -7.415 -3.838 3.876
O -7.132 -2.427 3.905
O -6.483 -4.539 4.608
C -8.922 -4.178 4.214
F -9.656 -3.508 3.298
F -9.167 -5.489 4.135
F -9.233 -3.652 5.453
C -7.532 -1.571 2.852
C -6.557 -0.449 2.656
H -6.782 -0.079 1.655
H -6.558 0.411 3.326
H -5.518 -0.775 2.708
H -8.410 -1.002 3.158
H -7.882 -2.014 1.919
H -7.250 -4.125 2.838
C -1.666 0.721 0.257
O -1.480 2.142 -0.073
O -0.535 0.224 0.845
C -3.034 0.285 0.919
F -4.076 0.730 0.195
F -3.226 -1.024 1.025
F -3.183 0.797 2.109
C -0.884 2.387 -1.356
C -0.829 3.874 -1.602
H -0.063 4.061 -2.355
H -1.750 4.369 -1.912
H -0.514 4.293 -0.646
H -1.353 1.981 -2.252
H 0.181 2.158 -1.398
H -1.657 0.236 -0.719
C 3.729 1.954 -14.322
N 3.424 1.990 -12.917
C 4.052 1.143 -12.096
C 3.873 1.268 -10.676
C 2.807 1.906 -10.177
C 2.067 2.691 -11.034
C 2.487 2.808 -12.430
C 2.359 1.707 -8.832
C 1.005 1.383 -8.548
C 0.532 1.415 -7.197
N 1.459 1.611 -6.193
C 2.783 1.821 -6.430
C 3.250 1.899 -7.728
C 1.085 1.580 -4.753
H 4.793 1.751 -14.444
H 3.539 2.973 -14.661
H 3.137 1.185 -14.818
H 4.804 0.518 -12.554
H 4.405 0.525 -10.100
H 1.322 3.432 -10.784
H 1.923 3.438 -13.101
H 0.400 1.159 -9.414
H -0.484 1.234 -6.878
H 3.452 1.971 -5.595
H 4.295 2.018 -7.975
H 0.012 1.535 -4.568
H 1.527 2.539 -4.485
H 1.667 0.691 -4.506
C 2.560 1.420 0.756
N 2.955 0.244 1.561
C 2.052 -0.258 2.482
C 2.479 -1.447 3.163
C 3.711 -2.062 2.812
C 4.456 -1.533 1.841
C 4.114 -0.351 1.196
C 4.128 -3.337 3.508
C 3.135 -4.194 4.069
C 3.484 -5.223 5.002
N 4.793 -5.320 5.231
C 5.782 -4.667 4.657
C 5.465 -3.653 3.734
C 5.206 -6.155 6.377
H 2.150 1.063 -0.188
H 3.372 2.131 0.605
H 1.762 2.036 1.169
H 1.146 0.274 2.732
H 1.948 -1.742 4.057
H 5.471 -1.882 1.717
H 4.607 0.108 0.351
H 2.068 -4.071 3.955
H 2.905 -5.835 5.678
H 6.809 -4.919 4.877
H 6.222 -2.953 3.413
H 4.924 -5.429 7.140
H 6.264 -6.411 6.424
H 4.607 -7.065 6.356
C 0.391 5.167 5.544
N -0.719 4.979 4.573
C -1.680 5.951 4.464
C -2.740 5.808 3.583
C -2.775 4.597 2.827
C -1.746 3.650 2.956
C -0.643 3.898 3.781
C -3.924 4.166 2.010
C -5.097 3.697 2.665
C -6.106 3.104 1.939
N -6.002 2.950 0.562
C -4.929 3.421 -0.099
C -3.873 4.071 0.611
C -7.046 2.203 -0.230
H 0.079 6.004 6.168
H 1.264 5.474 4.968
H 0.374 4.208 6.062
H -1.673 6.769 5.170
H -3.498 6.577 3.554
H -1.716 2.799 2.292
H 0.308 3.388 3.747
H -5.085 3.586 3.740
H -6.765 2.413 2.443
H -5.002 3.352 -1.174
H -2.994 4.429 0.096
H -6.870 1.144 -0.041
H -6.889 2.368 -1.296
H -7.996 2.541 0.184
C 1.062 -1.109 -1.820
N 0.176 -2.188 -1.368
C -1.011 -2.351 -2.004
C -2.017 -3.107 -1.408
C -1.848 -3.691 -0.133
C -0.603 -3.624 0.414
C 0.405 -2.853 -0.189
C -2.862 -4.501 0.485
C -4.279 -4.180 0.334
C -5.289 -5.024 0.878
N -4.886 -6.126 1.547
C -3.572 -6.478 1.738
C -2.609 -5.653 1.145
C -5.860 -7.038 2.261
H 0.447 -0.210 -1.779
H 1.592 -1.383 -2.732
H 1.823 -0.976 -1.051
H -1.141 -1.857 -2.956
H -2.927 -3.313 -1.952
H -0.365 -4.226 1.278
H 1.256 -2.521 0.388
H -4.657 -3.268 -0.103
H -6.320 -4.709 0.820
H -3.257 -7.387 2.228
H -1.574 -5.942 1.260
H -5.480 -7.240 3.262
H -5.749 -7.877 1.572
H -6.758 -6.423 2.217
C 10.903 0.805 1.852
N 9.808 1.761 1.420
C 9.945 2.314 0.182
C 8.991 3.102 -0.437
C 7.806 3.376 0.248
C 7.752 2.913 1.624
C 8.764 2.116 2.235
C 6.639 4.157 -0.281
C 6.085 3.682 -1.527
C 4.920 4.360 -1.982
N 4.315 5.274 -1.233
C 4.859 5.702 -0.054
C 6.120 5.217 0.360
C 3.092 5.979 -1.717
H 11.709 1.327 2.368
H 11.168 0.317 0.914
H 10.550 -0.017 2.474
H 10.731 1.939 -0.456
H 9.064 3.474 -1.449
H 6.828 3.159 2.127
H 8.719 1.679 3.222
H 6.591 2.845 -1.986
H 4.359 4.016 -2.838
H 4.255 6.458 0.426
H 6.566 5.535 1.291
H 3.541 6.761 -2.329
H 2.485 6.358 -0.895
H 2.458 5.255 -2.228
C -2.152 -10.006 6.446
N -2.273 -8.542 6.090
C -1.096 -7.928 5.722
C -1.061 -6.558 5.409
C -2.238 -5.735 5.585
C -3.366 -6.505 5.628
C -3.371 -7.864 5.955
C -2.111 -4.228 5.322
C -0.969 -3.525 5.519
C -0.966 -2.115 5.383
N -2.113 -1.477 4.959
C -3.269 -2.089 4.755
C -3.292 -3.469 4.952
C -1.973 -0.024 4.694
H -1.575 -10.419 5.620
H -3.154 -10.402 6.616
H -1.493 -9.953 7.313
H -0.191 -8.507 5.610
H -0.150 -6.031 5.166
H -4.330 -6.028 5.728
H -4.250 -8.379 6.313
H -0.067 -4.015 5.851
H -0.120 -1.448 5.457
H -4.207 -1.642 4.460
H -4.259 -3.914 4.771
H -1.599 0.626 5.485
H -2.938 0.370 4.374
H -1.351 0.070 3.804

As for the net charge: +10. The HOMO-LUMO gap (alpha / beta) comes out at 6.0507 / 3.4212 eV. As for the electronic energy: -5264.24853 hartree. As for the spin multiplicity: 2. The HOMO energy (alpha / beta) comes out at -24.9 / -22.2 eV. The molar mass is 1546.80 g/mol.

Results of the Mulliken charge analysis, in e, for atoms 1 through 8: atom 1 (C): -0.015, atom 2 (O): -0.332, atom 3 (O): -0.323, atom 4 (C): 0.926, atom 5 (F): -0.267, atom 6 (F): -0.217, atom 7 (F): -0.222, atom 8 (C): 0.328



(6)
DFT (ωB97M-V/def2-TZVPD) results for a 3-piece molecular cluster, C5H8N2O overall in a non-equilibrium geometry.

CARTESIAN COORDINATES (ANGSTROEM)
C 0.865 0.256 1.504
C 0.368 1.016 -2.269
N -0.036 -0.101 0.391
N 1.223 0.535 -1.202
C -0.167 -1.071 -0.369
C -1.510 -1.099 1.593
C -2.432 -0.967 2.376
O -0.451 -1.890 -1.131
H 1.722 -0.296 -1.531
H 1.202 -0.639 2.018
H 0.288 0.874 2.183
H 1.689 0.813 1.068
H 1.008 1.499 -3.022
H -0.308 1.779 -1.882
H -0.218 0.249 -2.793
H -3.243 -0.957 3.066

As for the net charge: 0. The HOMO-LUMO gap (alpha / beta) comes out at 8.2667 / 8.6782 eV. As for the electronic energy: -379.77334 hartree. Its relative energy (zero: lowest compared OMol25 entry of this formula, charge and spin) is 826.6 kJ/mol. The HOMO energy (alpha / beta) comes out at -9.2 / -8.9 eV. The molar mass is 112.13 g/mol.

Results of the natural (NBO) charge analysis, in e, for atoms 1 through 8: atom 1 (C): -0.395, atom 2 (C): -0.476, atom 3 (N): -0.385, atom 4 (N): -0.525, atom 5 (C): 0.946, atom 6 (C): -0.164, atom 7 (C): -0.407, atom 8 (O): -0.447



(7)
DFT (ωB97M-V/def2-TZVPD) results for a 2-piece molecular cluster, C9H12NO2 overall in a non-equilibrium geometry.

CARTESIAN COORDINATES (ANGSTROEM)
C 3.461 -0.891 -0.561
C 3.100 0.438 -0.328
C 2.538 -1.857 -0.791
C 1.758 0.790 -0.345
C 1.214 -1.513 -0.853
C 0.741 -0.182 -0.641
C -1.363 -0.619 -1.943
C -0.903 1.990 0.636
C -0.643 0.105 -0.804
N -3.375 0.271 1.666
O -0.924 -1.493 -2.630
O -1.394 1.053 -0.380
H 4.500 -1.228 -0.467
H 3.915 1.138 -0.121
H 2.980 -2.885 -0.805
H 1.674 1.822 -0.358
H 0.389 -2.287 -0.977
H -2.218 -0.048 -2.206
H -0.220 2.880 0.254
H -0.492 1.571 1.507
H -1.844 2.333 1.013
H -3.071 -0.367 0.989
H -4.351 0.488 1.500
H -3.188 -0.088 2.596

As for the net charge: +1. The HOMO-LUMO gap comes out at 7.1494 eV. As for the electronic energy: -555.02958 hartree. Its relative energy (zero: lowest compared OMol25 entry of this formula, charge and spin) is 283.8 kJ/mol. The HOMO energy comes out at -13.4 eV. The molar mass is 166.20 g/mol.

Results of the natural (NBO) charge analysis, in e, for atoms 1 through 8: atom 1 (C): -0.076, atom 2 (C): -0.217, atom 3 (C): -0.232, atom 4 (C): -0.106, atom 5 (C): -0.063, atom 6 (C): -0.243, atom 7 (C): 0.352, atom 8 (C): -0.299



(8)
DFT (ωB97M-V/def2-TZVPD) results for a 2-piece molecular cluster, C24H21N3O4S2 overall.

CARTESIAN COORDINATES (ANGSTROEM)
N 7.199 1.338 1.388
C 7.232 1.736 -0.025
C 6.231 0.921 -0.789
C 5.273 1.430 -1.568
C 4.314 0.538 -2.277
O 3.790 0.853 -3.324
C 4.051 -0.773 -1.609
C 2.846 -1.434 -1.775
C 2.624 -2.645 -1.131
C 1.292 -3.336 -1.231
C 0.353 -2.906 -0.094
C -1.137 -3.083 -0.428
S -2.187 -1.759 0.161
C -1.737 -0.437 -0.848
S -0.774 -0.467 -2.154
N -2.345 0.750 -0.383
C -3.133 1.598 -1.142
C -3.495 2.602 -0.300
N -2.954 2.423 0.955
C -2.281 1.306 0.874
C 3.647 -3.193 -0.354
C 4.860 -2.551 -0.202
C 5.059 -1.324 -0.821
C 6.338 -0.575 -0.666
O 7.403 -1.125 -0.499
H 6.526 1.897 1.894
H 8.101 1.444 1.826
H 6.979 2.793 -0.155
H 8.231 1.572 -0.425
H 5.164 2.497 -1.720
H 2.094 -0.985 -2.414
H 1.450 -4.414 -1.189
H 0.825 -3.080 -2.183
H 0.565 -3.507 0.793
H 0.554 -1.869 0.180
H -1.548 -3.952 0.088
H -1.298 -3.226 -1.496
H -3.342 1.402 -2.179
H -4.131 3.438 -0.544
H -1.716 0.838 1.665
H 3.469 -4.144 0.136
H 5.651 -2.989 0.391
O -7.585 -0.248 0.373
C -7.547 0.720 1.101
C -6.286 1.467 1.330
C -6.242 2.528 2.130
C -7.459 3.014 2.828
O -7.428 3.981 3.557
C -8.725 2.267 2.599
C -8.766 1.205 1.800
H -5.409 1.099 0.814
H -5.325 3.078 2.308
H -9.598 2.640 3.119
H -9.674 0.646 1.617

As for the net charge: 0. The HOMO-LUMO gap comes out at 8.0936 eV. As for the electronic energy: -2188.70784 hartree. Its relative energy (zero: lowest compared OMol25 entry of this formula, charge and spin) is 91.3 kJ/mol. The HOMO energy comes out at -9.4 eV. The molar mass is 479.58 g/mol. As for the SMILES: NCC1=CC(=O)c2cc(CCCSC(=S)n3ccnc3)ccc2C1=O.O=C1C=CC(=O)C=C1.

Results of the natural (NBO) charge analysis, in e, for atoms 1 through 8: atom 1 (N): -0.831, atom 2 (C): -0.254, atom 3 (C): -0.035, atom 4 (C): -0.249, atom 5 (C): 0.511, atom 6 (O): -0.507, atom 7 (C): -0.039, atom 8 (C): -0.205